No. 1
Formula: C20H17FeNO8
Source: the Open Molecules 2025 dataset
Level of theory: ωB97M-V with the def2-TZVPD basis set

Atoms and positions in Å:
O (5.051, -3.003, -1.800)
C (4.761, -1.987, -2.309)
Fe (4.650, -0.322, -2.840)
C (5.747, 0.392, -1.642)
O (6.438, 0.417, -0.691)
C (5.743, -0.272, -4.077)
O (6.784, -0.572, -4.520)
C (1.330, -0.146, -0.411)
C (1.401, -1.148, -1.633)
C (2.407, -0.926, -2.776)
C (2.624, 0.479, -3.024)
C (2.775, 1.310, -1.830)
C (2.162, 0.967, -0.605)
H (1.236, -0.669, 0.564)
H (1.487, -2.195, -1.311)
H (0.413, -1.050, -2.116)
H (2.311, -1.654, -3.616)
H (2.655, 0.931, -4.035)
H (3.300, 2.265, -1.933)
H (2.125, 1.774, 0.240)
C (0.974, -0.820, 4.867)
C (-0.138, -0.751, 3.863)
O (0.288, -0.106, 2.669)
C (-0.658, -0.195, 1.697)
C (-0.237, 0.661, 0.526)
C (-1.296, 0.884, -0.504)
O (-1.028, 1.168, -1.642)
C (-2.795, 0.752, -0.171)
C (-3.349, 1.332, 0.989)
C (-4.723, 1.316, 1.228)
C (-5.563, 0.641, 0.317)
N (-6.955, 0.450, 0.585)
O (-7.644, -0.196, -0.241)
O (-7.468, 0.932, 1.617)
C (-5.030, 0.063, -0.847)
C (-3.678, 0.124, -1.085)
O (-1.714, -0.825, 1.892)
H (0.552, -1.231, 5.786)
H (1.787, -1.480, 4.556)
H (1.405, 0.155, 5.107)
H (-0.491, -1.751, 3.630)
H (-0.967, -0.189, 4.288)
H (0.183, 1.648, 0.879)
H (-2.723, 1.826, 1.750)
H (-5.185, 1.771, 2.118)
H (-5.699, -0.445, -1.535)
H (-3.249, -0.323, -1.972)

Calculated values
electronic energy	-73264.888	eV
energy relative to the best compared isomer or geometry (same formula, charge and spin)	36.9	kcal/mol
E_HOMO (alpha / beta)	0.01225 / -0.08268	Eh
net charge	-2
expectation value of S²	6.10
spin multiplicity	5
gap between HOMO and LUMO (alpha / beta)	4.1 / 6.1	eV

=====

No. 2
Formula: C20H17N3O3S
Source: the Open Molecules 2025 dataset
Level of theory: ωB97M-V with the def2-TZVPD basis set

Atoms and positions in Å:
C (3.147, -1.259, -1.433)
C (1.993, -1.230, -0.798)
C (0.696, -1.698, -1.396)
N (-0.276, -0.632, -1.371)
C (-0.208, 0.520, -2.098)
S (0.960, 0.819, -3.338)
C (0.612, 2.586, -3.566)
C (0.418, 3.373, -2.272)
O (-0.320, 4.325, -2.266)
C (1.212, 2.956, -1.091)
C (0.608, 3.045, 0.162)
C (1.283, 2.621, 1.290)
C (2.577, 2.136, 1.182)
C (3.195, 2.080, -0.056)
C (2.516, 2.478, -1.193)
N (-1.115, 1.373, -1.707)
N (-1.787, 0.809, -0.698)
C (-1.301, -0.385, -0.486)
C (-1.789, -1.310, 0.525)
C (-2.034, -2.645, 0.224)
C (-2.517, -3.530, 1.184)
C (-2.746, -3.028, 2.442)
C (-2.520, -1.681, 2.744)
C (-2.045, -0.801, 1.807)
O (-2.836, -1.454, 4.054)
C (-3.288, -2.689, 4.566)
O (-3.209, -3.671, 3.555)
H (4.056, -0.919, -0.970)
H (3.229, -1.628, -2.442)
H (1.914, -0.842, 0.209)
H (0.299, -2.531, -0.810)
H (0.846, -2.015, -2.433)
H (-0.287, 2.694, -4.173)
H (1.466, 2.987, -4.115)
H (-0.403, 3.419, 0.219)
H (0.802, 2.673, 2.256)
H (3.106, 1.807, 2.064)
H (4.210, 1.722, -0.138)
H (3.010, 2.434, -2.152)
H (-1.889, -3.005, -0.783)
H (-2.712, -4.564, 0.952)
H (-1.880, 0.239, 2.026)
H (-2.659, -2.988, 5.419)
H (-4.333, -2.590, 4.903)

Calculated values
electronic energy	-42462.328	eV
energy relative to the best compared isomer or geometry (same formula, charge and spin)	98.4	kcal/mol
E_HOMO	-0.29670	Eh
SMILES string	C=CCn1c(SCC(=O)c2ccccc2)nnc1-c1ccc2c(c1)OCO2
gap between HOMO and LUMO	8.6	eV

=====

No. 3
Formula: C20H17N8OPt
Source: the Open Molecules 2025 dataset
Level of theory: ωB97M-V with the def2-TZVPD basis set

Atoms and positions in Å:
Pt (6.034, 11.281, 10.045)
C (5.986, 8.490, 13.070)
C (6.227, 9.169, 11.865)
N (6.275, 10.588, 11.898)
N (6.122, 11.402, 12.867)
C (5.755, 12.631, 12.445)
O (5.697, 12.951, 11.182)
C (5.299, 13.604, 13.445)
C (4.477, 14.671, 12.987)
C (3.992, 15.629, 13.767)
C (3.985, 15.499, 15.179)
C (4.642, 14.390, 15.705)
C (5.373, 13.472, 14.849)
C (6.386, 8.621, 10.479)
C (6.547, 7.276, 10.337)
C (6.993, 6.812, 9.078)
C (7.234, 7.653, 8.110)
C (6.931, 9.037, 8.256)
N (6.433, 9.469, 9.411)
H (6.914, 8.118, 13.578)
H (5.450, 7.565, 12.893)
H (5.578, 9.087, 13.804)
H (4.391, 14.689, 11.924)
H (3.488, 16.492, 13.305)
H (3.579, 16.217, 15.785)
H (4.803, 14.287, 16.756)
H (5.937, 12.633, 15.269)
H (6.484, 6.561, 11.215)
H (7.076, 5.760, 8.954)
H (7.601, 7.317, 7.186)
H (7.140, 9.734, 7.328)
N (4.458, 12.754, 6.301)
C (4.387, 12.024, 7.428)
N (5.531, 12.187, 8.177)
C (6.245, 13.016, 7.383)
N (5.633, 13.439, 6.332)
C (7.554, 13.528, 7.899)
C (7.759, 14.736, 8.495)
N (8.846, 14.938, 9.240)
C (9.806, 14.061, 9.234)
C (9.559, 12.751, 8.714)
N (8.445, 12.550, 8.113)
H (3.729, 12.978, 5.636)
H (3.595, 11.427, 7.657)
H (7.041, 15.577, 8.390)
H (10.703, 14.314, 9.754)
H (10.232, 11.901, 8.796)

Calculated values
electronic energy	-38221.515	eV
E_HOMO (alpha / beta)	-0.34020 / -0.42918	Eh
net charge	+1
expectation value of S²	2.02
spin multiplicity	3
gap between HOMO and LUMO (alpha / beta)	6.5 / 6.4	eV